No. 1
58
Properties=species:S:1:pos:R:3 method="wB97M-V/def2-TZVPD" e_homo_ev=-8.27 lumo_ev=-0.3 de_lowest_kcal_mol=0.0 total_energy_ev=-149493.13718 orbital_gap_ev=8.013
Cu -1.00 -1.52 -0.40
C -5.01 4.97 4.53
C -4.34 3.78 5.18
N -3.54 3.02 4.21
C -2.17 2.96 4.15
C -1.84 2.07 3.20
N -3.03 1.49 2.80
C -4.04 2.12 3.37
C -3.20 0.49 1.75
H -5.78 4.59 3.85
H -4.34 5.53 3.87
H -5.50 5.70 5.17
H -5.11 3.11 5.58
H -3.66 4.04 5.99
H -1.65 3.59 4.85
H -0.96 1.61 2.76
H -5.08 1.89 3.23
H -3.18 -0.49 2.21
H -2.44 0.65 0.99
H -4.15 0.61 1.23
C 7.71 0.11 -3.29
C 6.61 0.96 -2.72
N 5.45 0.14 -2.30
C 4.91 -0.94 -2.96
C 3.88 -1.37 -2.21
N 3.83 -0.60 -1.07
C 4.78 0.31 -1.18
C 2.87 -0.67 0.03
H 8.09 -0.64 -2.60
H 8.57 0.79 -3.41
H 7.56 -0.25 -4.31
H 6.16 1.59 -3.48
H 6.96 1.55 -1.87
H 5.39 -1.31 -3.85
H 3.17 -2.17 -2.35
H 5.08 1.00 -0.41
H 3.01 0.27 0.57
H 3.05 -1.48 0.73
H 1.86 -0.82 -0.34
Cl -0.08 -0.98 1.89
N -3.05 -1.36 -1.12
S -4.06 -2.59 -0.93
O -4.21 -3.44 -2.05
O -5.22 -2.31 -0.15
F -3.11 -3.41 0.05
S -3.80 -0.29 -2.10
O -4.20 0.85 -1.35
O -4.66 -0.86 -3.06
F -2.59 0.15 -3.00
N 0.17 -2.97 -1.67
S 0.22 -3.16 -3.24
O -0.27 -4.44 -3.65
O 1.25 -2.49 -3.95
F -1.06 -2.25 -3.56
S 1.19 -4.16 -1.19
O 2.44 -4.23 -1.86
O 0.52 -5.31 -0.73
F 1.57 -3.44 0.19

***

No. 2
49
Properties=species:S:1:pos:R:3 method="wB97M-V/def2-TZVPD" e_homo_ev="-8.61 / -8.62" lumo_ev="-0.2 / -0.6" de_lowest_kcal_mol=10.7 total_energy_ev=-89997.01199 spin_multiplicity=2 orbital_gap_ev="8.384 / 7.975"
Ru -1.07 0.34 -0.38
C 2.72 -1.16 0.68
C 1.85 -2.34 1.11
S 0.68 -1.85 2.40
C -0.78 -2.81 1.96
C -2.06 -2.05 2.23
S -2.53 -0.64 1.16
C -2.70 0.66 2.42
C -1.33 1.18 2.82
S -0.50 1.86 1.34
C 1.21 1.72 1.91
C 2.15 1.59 0.72
S 1.82 0.11 -0.25
H 3.51 -1.54 0.02
H 3.22 -0.70 1.54
H 2.49 -3.14 1.49
H 1.29 -2.71 0.26
H -0.81 -3.73 2.55
H -0.71 -3.08 0.91
H -2.07 -1.68 3.26
H -2.90 -2.74 2.13
H -3.26 0.26 3.26
H -3.29 1.44 1.93
H -0.72 0.37 3.22
H -1.40 1.98 3.56
H 1.29 0.85 2.56
H 1.44 2.62 2.49
H 3.19 1.61 1.05
H 1.99 2.41 0.02
C -3.48 1.54 -1.49
O -2.59 1.51 -0.39
H -2.95 1.52 -2.44
H -4.04 2.47 -1.41
H -4.16 0.69 -1.44
F -2.75 -2.82 -3.48
C -1.85 -3.11 -2.56
F -0.76 -3.60 -3.16
F -2.35 -4.08 -1.77
C -1.49 -1.89 -1.69
O -2.21 -0.87 -1.74
O -0.52 -1.98 -0.91
C 1.34 2.61 -3.64
S -0.06 2.17 -2.64
O -0.04 0.68 -2.48
O -1.22 2.69 -3.30
O 0.25 2.75 -1.32
H 1.22 2.19 -4.64
H 2.24 2.23 -3.17
H 1.35 3.69 -3.69

***

No. 3
49
Properties=species:S:1:pos:R:3 method="wB97M-V/def2-TZVPD" e_homo_ev="-8.28 / -8.23" lumo_ev="-1.4 / -0.9" de_lowest_kcal_mol=50.3 total_energy_ev=-89995.29359 spin_multiplicity=2 orbital_gap_ev="6.882 / 7.353"
Ru 0.27 0.97 -0.14
C -3.37 0.06 0.12
C -3.04 1.44 -0.39
S -0.32 2.88 1.20
C 1.29 2.97 2.02
C 1.60 1.78 2.90
S 0.83 0.23 2.31
C 2.27 -0.83 1.89
C 1.95 -1.70 0.69
S 0.55 -2.81 1.07
C -0.40 -2.75 -0.48
C -1.83 -2.32 -0.21
S -1.88 -0.78 0.77
H -3.81 -0.57 -0.66
H -4.06 0.15 0.95
H -3.89 1.92 -0.87
H -2.71 2.07 0.43
H 1.29 3.88 2.63
H 2.04 3.05 1.24
H 1.19 1.91 3.90
H 2.67 1.61 2.96
H 2.49 -1.43 2.77
H 3.11 -0.18 1.66
H 2.81 -2.32 0.42
H 1.68 -1.08 -0.14
H -0.39 -3.75 -0.93
H 0.09 -2.06 -1.16
H -2.35 -3.08 0.37
H -2.36 -2.15 -1.15
C 2.92 1.62 -1.29
O 2.23 1.39 -0.08
H 3.93 1.97 -1.06
H 2.44 2.36 -1.93
H 3.01 0.70 -1.89
F 0.84 -0.04 -5.47
C 1.36 0.04 -4.25
F 1.78 1.30 -4.07
F 2.46 -0.75 -4.23
C 0.38 -0.46 -3.16
O -0.53 -1.18 -3.51
O 0.75 -0.17 -1.97
C -3.20 0.63 -3.57
S -2.24 1.92 -2.84
O -3.08 3.07 -2.71
O -0.96 2.03 -3.43
O -1.96 1.34 -1.34
H -3.47 1.00 -4.56
H -4.09 0.47 -2.96
H -2.57 -0.26 -3.65

***

No. 4
43
Properties=species:S:1:pos:R:3 method="wB97M-V/def2-TZVPD" e_homo_ev=-2.54 lumo_ev=1.4 de_lowest_kcal_mol=0.0 total_energy_ev=-29551.83293 orbital_gap_ev=3.970 total_charge=-1
C -1.53 1.33 -2.16
C -0.14 0.92 -2.14
N 0.67 1.47 -3.10
O 1.88 1.16 -3.21
O 0.13 2.32 -3.87
H -2.21 0.48 -2.25
H -1.79 1.89 -1.25
H -1.62 2.00 -3.04
H 0.32 0.20 -1.49
C 0.28 4.22 1.95
C 1.18 3.13 2.51
C 2.51 3.12 1.78
C 1.39 3.37 4.00
O 0.54 1.80 2.42
C 0.25 1.38 1.15
N -0.02 0.01 1.20
N -0.18 -0.49 0.03
C -0.72 -1.82 0.13
O -1.34 -2.29 1.06
O -0.45 -2.44 -1.05
C -0.83 -3.86 -1.16
C -2.34 -4.02 -1.06
C -0.15 -4.72 -0.10
C -0.35 -4.26 -2.55
O 0.21 2.11 0.17
H -0.67 4.24 2.49
H 0.77 5.20 2.04
H 0.09 4.02 0.89
H 3.17 2.36 2.22
H 2.36 2.90 0.72
H 3.00 4.10 1.87
H 2.02 2.58 4.44
H 1.89 4.33 4.17
H 0.43 3.39 4.53
H -2.83 -3.45 -1.86
H -2.61 -5.08 -1.17
H -2.68 -3.67 -0.08
H 0.94 -4.64 -0.19
H -0.47 -4.41 0.90
H -0.43 -5.77 -0.25
H 0.74 -4.13 -2.63
H -0.58 -5.32 -2.75
H -0.82 -3.65 -3.32

***

No. 5
40
Properties=species:S:1:pos:R:3 method="wB97M-V/def2-TZVPD" e_homo_ev=-4.11 lumo_ev=3.1 total_energy_ev=-24529.31734 orbital_gap_ev=7.229 total_charge=-1
C -0.76 2.18 2.21
C -1.93 1.27 2.57
O -2.14 0.25 1.61
C -1.78 -1.07 1.99
C -0.33 -1.42 1.71
N -0.13 -1.68 0.30
C 1.21 -2.10 -0.09
C 2.14 -1.00 -0.65
C 1.87 0.47 -0.26
C 1.91 1.43 -1.47
C 1.00 1.00 -2.63
O -0.17 1.85 -2.73
C -1.10 1.68 -1.73
C -1.89 0.40 -1.79
O -1.29 2.56 -0.93
C 1.08 -3.30 -1.12
O 1.44 -3.07 -2.29
O 0.60 -4.34 -0.63
H -0.56 2.88 3.03
H -1.01 2.75 1.32
H 0.13 1.60 1.99
H -2.85 1.87 2.61
H -1.79 0.83 3.57
H -2.40 -1.73 1.38
H -2.03 -1.25 3.05
H -0.08 -2.33 2.26
H 0.33 -0.62 2.10
H -0.44 -0.87 -0.23
H 1.67 -2.54 0.80
H 2.14 -1.13 -1.73
H 3.16 -1.25 -0.34
H 2.65 0.80 0.44
H 0.92 0.61 0.26
H 1.57 2.42 -1.16
H 2.94 1.54 -1.82
H 0.70 -0.04 -2.53
H 1.49 1.10 -3.59
H -1.25 -0.47 -1.99
H -2.44 0.27 -0.86
H -2.59 0.47 -2.62

***

No. 6
39
Properties=species:S:1:pos:R:3 method="wB97M-V/def2-TZVPD" e_homo_ev=-10.90 lumo_ev=-4.1 de_lowest_kcal_mol=102.4 total_energy_ev=-19070.13532 orbital_gap_ev=6.787 total_charge=+1
C -4.79 -1.05 3.20
O -3.58 -1.75 2.82
C -2.46 -1.03 2.52
C -1.31 -1.74 2.09
C -0.20 -1.07 1.62
C -0.22 0.32 1.44
C 1.03 0.95 0.81
O 1.10 2.26 1.32
C 2.38 2.89 1.26
C -1.27 1.05 2.04
C -2.40 0.39 2.54
H -5.51 -1.85 3.35
H -4.64 -0.49 4.13
H -5.14 -0.38 2.40
H -1.34 -2.84 2.11
H 0.71 -1.61 1.35
H 1.94 0.34 1.10
H 2.18 3.96 1.46
H 3.05 2.51 2.05
H 2.87 2.76 0.29
H -1.25 2.14 2.11
H -3.27 0.96 2.90
C 1.60 -0.33 -4.14
N 1.33 -0.41 -2.69
C -0.12 -0.72 -2.49
C 2.15 -1.50 -2.11
B 1.70 0.96 -2.14
H 1.02 0.96 -0.28
H 1.35 -1.28 -4.59
H 1.00 0.45 -4.59
H 2.65 -0.13 -4.31
H -0.31 -1.70 -2.93
H -0.35 -0.76 -1.42
H -0.72 0.04 -2.99
H 1.84 -2.44 -2.57
H 3.20 -1.31 -2.33
H 1.99 -1.56 -1.03
H 2.86 1.14 -1.93
H 0.92 1.84 -2.39